{
  "formula": "C6H7O3PS",
  "method": "wB97M-V/def2-TZVPD",
  "symbols": ["C", "C", "C", "C", "C", "C", "O", "O", "O", "P", "S", "H", "H", "H", "H", "H", "H", "H"],
  "positions_angstrom": [[0.56009, -1.60460, 0.16743], [-1.05878, -0.11893, 0.27437], [1.61122, -0.80888, 0.18168], [-0.36812, 0.97865, 0.10661], [3.04032, -1.34779, -0.13346], [-0.77097, 2.38895, -0.08500], [-3.17383, 0.42915, -1.23120], [-3.17973, -1.83001, 0.03433], [-3.42242, 0.48730, 1.26860], [-2.94034, -0.33140, 0.06103], [1.44849, 0.95586, -0.10698], [0.70462, -2.73793, 0.22984], [3.34034, -1.39913, -1.16347], [3.75598, -0.90777, 0.64287], [3.07522, -2.35225, 0.29812], [-0.35692, 3.12808, 0.60808], [-0.46812, 2.79959, -1.01783], [-1.79704, 2.27111, -0.13502]],
  "forces_ev_per_a": [[-2.327, 1.370, 1.030], [1.627, -2.523, -0.609], [1.765, 0.099, -2.246], [3.248, 0.488, -0.277], [-0.279, -0.079, 3.682], [0.430, 0.058, 0.365], [0.322, -0.149, -0.384], [0.082, 0.475, 0.154], [0.329, -0.716, -0.189], [-0.919, 0.163, 0.689], [-0.682, -1.505, 0.861], [-0.729, 1.677, -0.109], [0.269, 0.529, -0.335], [-0.293, 0.270, -1.721], [-0.309, -0.444, -0.557], [-0.414, -0.420, 0.644], [0.418, -0.103, -1.304], [-2.538, 0.813, 0.306]],
  "orbital_gap_ev": 4.85,
  "total_energy_ha": -1198.011065,
  "total_charge": -2,
  "relative_energy_kj_mol": 243.2
}


{
  "formula": "C2H4S2",
  "method": "wB97M-V/def2-TZVPD",
  "symbols": ["C", "C", "S", "S", "H", "H", "H", "H"],
  "positions_angstrom": [[0.52504, -0.20875, -0.40251], [-0.83540, -0.00728, 0.35180], [1.46214, 1.12425, -0.98118], [2.02507, -0.09474, 0.52472], [0.26885, -1.15856, -1.11558], [-0.76459, 0.20703, 1.36446], [-1.52843, -0.80574, 0.29554], [-1.15268, 0.94379, -0.03726]],
  "forces_ev_per_a": [[-3.343, -3.890, -0.399], [1.651, 1.462, -1.491], [0.073, 1.470, -1.254], [0.845, -0.971, 0.887], [1.656, 2.321, 1.392], [0.851, 0.213, 2.093], [-0.593, -0.723, -0.771], [-1.139, 0.119, -0.457]],
  "orbital_gap_ev": 8.53,
  "total_energy_ha": -874.927467,
  "relative_energy_kj_mol": 85.8
}


{
  "formula": "C27H25Cl2N7O2RuS",
  "method": "wB97M-V/def2-TZVPD",
  "symbols": ["Ru", "Cl", "C", "C", "C", "N", "C", "O", "C", "C", "C", "C", "C", "N", "C", "C", "C", "Cl", "N", "C", "O", "C", "C", "C", "C", "C", "N", "H", "H", "H", "H", "H", "H", "H", "H", "H", "H", "N", "C", "C", "C", "C", "C", "C", "H", "H", "H", "H", "H", "H", "H", "C", "N", "C", "S", "N", "C", "H", "H", "H", "H", "H", "H", "H", "H"],
  "positions_angstrom": [[0.44407, -0.09560, -1.19500], [-1.23961, -6.66091, -1.56710], [-1.30242, -4.98308, -1.36113], [-0.21673, -4.21721, -1.72766], [-0.26402, -2.83759, -1.54322], [0.71793, -1.94554, -1.87712], [1.86302, -2.23924, -2.59841], [2.22438, -3.32769, -2.96186], [2.63095, -0.98759, -2.93046], [3.74313, -1.06505, -3.74160], [4.39465, 0.10662, -4.09499], [3.89921, 1.31280, -3.62459], [2.78554, 1.30613, -2.80685], [2.15730, 0.18073, -2.44890], [-1.45367, -2.22103, -0.96544], [-2.54767, -3.01142, -0.61353], [-2.48169, -4.37269, -0.80393], [-3.80380, -5.33729, -0.36485], [-1.37722, -0.85978, -0.86489], [-2.39403, -0.01119, -0.47611], [-3.44434, -0.32375, 0.03161], [-2.05154, 1.41706, -0.81139], [-3.01435, 2.40017, -0.71918], [-2.70762, 3.67695, -1.16964], [-1.44912, 3.91748, -1.69824], [-0.52847, 2.88560, -1.72704], [-0.81190, 1.65896, -1.28250], [0.65776, -4.68455, -2.15030], [4.06549, -2.03820, -4.08508], [5.26671, 0.08076, -4.73399], [4.36376, 2.25336, -3.88342], [2.38006, 2.23252, -2.42788], [-3.43407, -2.56123, -0.19700], [-3.98915, 2.14238, -0.32897], [-3.44725, 4.46516, -1.12871], [-1.17699, 4.88988, -2.08334], [0.46825, 3.04020, -2.11520], [2.01295, 1.69094, 0.28963], [1.50995, 2.14019, 1.55575], [1.98776, 1.59236, 2.74112], [1.44949, 1.98889, 3.95646], [0.44156, 2.94320, 4.00402], [-0.02044, 3.50643, 2.82302], [0.50441, 3.10238, 1.60098], [2.80982, 1.08049, 0.43939], [2.33493, 2.48385, -0.25527], [2.77865, 0.85372, 2.71425], [1.83384, 1.55967, 4.87201], [0.03819, 3.26344, 4.95475], [-0.78256, 4.27450, 2.84851], [0.14736, 3.55756, 0.68698], [-0.65846, -3.48137, 2.48248], [-1.09814, -2.09510, 2.59203], [-0.48256, -1.04512, 2.06015], [0.97543, -1.24994, 1.16193], [-1.01699, 0.16447, 2.23513], [-2.20676, 0.42207, 3.03211], [0.13392, -3.70341, 3.19615], [-0.28565, -3.66958, 1.47829], [-1.51222, -4.12424, 2.68307], [-1.87402, -1.91524, 3.21165], [-0.41242, 0.94816, 2.01965], [-2.05630, 0.14845, 4.07982], [-3.06566, -0.11091, 2.62118], [-2.41263, 1.48802, 2.99267]],
  "forces_ev_per_a": [[-0.152, 0.040, 0.204], [-0.010, 0.007, 0.002], [0.022, -0.001, -0.017], [-0.014, -0.011, 0.005], [-0.015, 0.034, 0.005], [-0.037, -0.039, 0.028], [0.002, -0.031, 0.022], [-0.009, -0.024, -0.006], [-0.001, -0.006, -0.021], [0.008, -0.020, 0.001], [0.002, 0.014, 0.003], [0.001, 0.000, 0.008], [-0.001, 0.020, 0.023], [0.041, 0.020, -0.100], [0.049, 0.005, -0.029], [0.007, 0.011, -0.007], [-0.016, 0.011, 0.015], [0.004, -0.002, 0.002], [0.092, -0.064, -0.098], [-0.044, -0.003, 0.075], [0.041, 0.003, -0.037], [-0.021, 0.033, -0.015], [-0.011, 0.005, -0.002], [0.002, -0.009, -0.004], [-0.003, 0.006, 0.005], [0.036, -0.018, 0.030], [0.053, -0.010, -0.011], [0.000, 0.006, 0.001], [0.000, 0.000, -0.001], [0.004, -0.002, -0.001], [0.005, 0.000, -0.008], [-0.008, -0.009, 0.013], [-0.008, -0.005, 0.001], [0.000, -0.012, 0.004], [0.004, 0.005, 0.003], [0.005, -0.001, -0.004], [-0.015, 0.014, -0.009], [-0.063, 0.022, 0.008], [0.008, 0.003, -0.006], [-0.011, -0.019, -0.008], [-0.002, 0.013, 0.009], [0.015, -0.004, 0.002], [0.014, -0.006, -0.022], [0.008, -0.002, 0.016], [0.012, 0.016, -0.035], [0.009, 0.000, 0.017], [0.008, -0.002, 0.003], [0.001, 0.001, 0.006], [-0.003, -0.004, 0.005], [-0.005, -0.001, 0.001], [-0.012, 0.015, -0.027], [0.010, -0.019, -0.004], [-0.029, 0.019, 0.003], [0.026, 0.006, 0.043], [0.022, 0.032, -0.061], [0.044, -0.013, -0.022], [0.005, 0.016, 0.014], [0.002, 0.012, -0.004], [-0.008, -0.009, 0.001], [0.004, 0.002, 0.006], [-0.005, -0.006, -0.010], [-0.034, -0.014, -0.003], [-0.004, -0.012, -0.003], [-0.010, 0.004, 0.000], [-0.012, -0.010, -0.011]],
  "spin_multiplicity": 5,
  "orbital_gap_ev": [7.53, 5.34],
  "total_energy_ha": -2990.668554,
  "total_charge": 2,
  "relative_energy_kj_mol": 1.3
}